[1]
DFT (wB97M-V/def2-TZVPD) results for a 6-piece molecular cluster, C24H57F3NO5 overall at a distorted geometry.

```
90
C24H57F3NO5 wB97M-V/def2-TZVPD
C 4.85 -1.90 0.33
C -0.70 6.37 -8.54
C -0.01 -7.87 1.91
C -3.58 -5.54 -0.18
C -0.76 5.55 -1.10
C 5.16 -2.84 3.14
H -1.45 -5.56 -0.08
C -1.25 2.01 3.17
H -3.65 -6.60 0.09
H -0.33 8.29 -0.83
H -0.24 5.68 -9.25
H -2.08 -6.78 4.18
H 2.50 0.43 2.78
H -3.96 -2.88 -0.12
C -1.73 0.86 2.60
H 1.93 6.66 0.44
H -0.12 8.04 0.90
H 1.66 1.02 4.08
H 1.64 6.80 -1.29
H 1.90 2.44 1.94
H -1.28 4.62 -0.86
H 6.92 -3.93 3.75
H -3.68 -1.66 2.06
H -2.20 -5.02 1.41
H -0.25 5.11 -6.87
H 0.46 3.13 3.78
F -2.70 0.85 1.70
H 0.71 1.41 1.25
H -4.13 5.70 -6.06
H -1.47 6.36 -0.92
H -1.86 4.87 -7.51
H 1.97 -8.72 1.91
C -2.72 7.26 -6.54
H -3.66 -5.44 -1.26
C -2.97 -2.66 0.29
H -1.55 6.84 -9.04
C 1.05 1.82 2.20
C -1.11 5.64 -7.28
H 5.32 -2.89 0.36
H -4.83 7.07 -6.94
C -3.95 6.43 -6.85
C -1.61 -7.73 4.42
H -0.56 -7.53 4.63
H -2.91 7.86 -5.65
O -1.57 6.49 -6.25
C -1.78 -8.72 3.29
C 6.66 -2.95 3.34
C 1.15 6.78 -0.31
H 0.12 -7.49 0.90
N 1.58 0.73 3.11
H 4.83 -0.05 1.40
C 5.25 -1.06 1.52
F -2.05 2.66 4.05
H -2.64 -1.72 -0.16
H -3.45 -3.39 2.29
H 0.10 6.46 -2.88
C 0.41 8.08 -0.05
H -0.17 3.53 2.17
F -1.30 -0.37 2.86
C -3.04 -2.50 1.80
H 0.93 -9.38 3.16
O -2.03 -3.63 -0.13
C 0.95 -9.03 2.13
H 0.23 -7.03 2.59
H -3.85 5.89 -7.79
H 4.66 -3.04 4.09
H -2.06 -8.12 5.34
H 5.16 -1.42 -0.60
H -1.27 -9.67 3.51
O 0.33 5.63 -0.19
C -2.27 -4.96 0.31
O 4.73 -1.54 2.76
O -1.37 -8.22 2.03
H -2.05 -2.34 2.21
H 0.40 4.73 -2.73
H 4.80 -3.59 2.43
H 0.95 -0.07 3.01
H 3.77 -2.06 0.30
H -4.44 -5.03 0.26
H -2.51 7.97 -7.35
H 7.20 -2.84 2.40
H 6.33 -0.94 1.57
H 7.02 -2.18 4.02
C 0.03 2.71 2.86
H 0.68 -9.87 1.49
H 1.11 8.92 -0.03
C -0.35 5.52 -2.56
H -1.21 5.33 -3.20
H -2.84 -8.96 3.18
H 0.02 7.16 -8.31
```

Summary:
charge	+1
frontier orbital gap	7.0572	eV
highest occupied orbital energy	-11.040	eV
E	-1678.72200	Eh

In elementary charge units, the Mulliken charges are: -1.08 -1.06 -0.15 -1.16 -0.40 -0.35 0.17 0.28 0.41 0.27 0.39 0.22 0.19 0.29 0.36 0.32 0.29 0.39 0.31 0.42 0.32 0.39 0.37 0.19 0.31 0.32 -0.18 0.33 0.28 0.32 0.31 0.41 -0.31 0.31 -0.34 0.27 -0.79 -0.32 0.27 0.40 -1.06 -1.03 0.27 0.34 -0.40 -0.31 -1.05 -0.32 0.29 -0.06 0.32 -0.29 -0.26 0.30 0.35 0.24 -1.08 0.21 -0.19 -0.93 0.29 -0.46 -1.29 0.32 0.27 0.31 0.40 0.40 0.32 -0.37 0.02 -0.40 -0.40 0.19 0.30 0.31 0.33 0.29 0.29 0.29 0.27 0.31 0.30 -0.40 0.32 0.40 -0.96 0.37 0.34 0.30

=====

[2]
DFT (wB97M-V/def2-TZVPD) results for C45H39O7Pd as an isolated structure at a distorted geometry.

```
92
C45H39O7Pd wB97M-V/def2-TZVPD
C -2.30 -3.01 3.40
C -3.24 -3.25 -3.03
C -1.95 -1.32 1.90
C 1.47 -5.72 -0.50
H 2.50 -5.84 -0.83
H -6.96 -1.07 -0.29
C -0.40 -4.27 0.00
H 4.55 -0.21 0.69
O 2.03 0.14 -0.10
C -1.15 -3.23 4.38
C 4.42 0.59 1.41
C -1.81 3.58 1.46
H -4.15 0.49 3.45
C 5.04 1.63 3.48
C -6.35 -0.73 0.53
C -2.66 -0.12 1.21
H -0.96 -1.19 -4.42
C -2.29 2.36 1.01
C 3.33 2.61 2.09
H -0.24 -2.79 3.97
H 2.05 -0.22 0.80
O 0.13 -1.95 0.24
H -8.01 -0.44 1.86
C 0.92 -4.46 -0.41
C 1.51 2.54 -0.31
H -1.39 -2.75 5.33
C -1.00 2.52 3.45
C -6.14 0.06 2.79
H -1.93 4.46 0.85
H -3.18 -4.00 -1.03
C 3.48 1.59 1.16
H 3.21 -0.51 -1.92
H -4.40 -3.44 3.20
C 3.73 0.42 -2.16
H -0.48 2.58 4.41
C 5.20 0.61 2.56
H -2.79 2.28 0.06
H 1.50 -3.57 -0.66
C 5.00 2.80 -2.78
C -1.48 1.30 3.01
H -0.98 -4.29 4.53
C -1.53 -2.67 -1.41
H -3.08 -2.35 -4.97
H 4.03 3.58 -1.02
H -1.20 -7.52 0.50
H 5.93 -0.17 2.73
H -3.04 -2.70 0.64
C -3.60 -3.60 3.93
H -3.87 -3.11 4.86
H 5.64 1.66 4.38
O -1.96 -3.60 2.16
C -2.64 -2.45 -3.98
C 3.54 1.52 -1.33
C 4.54 0.50 -3.28
C -4.77 0.15 2.63
H 1.15 -7.83 -0.21
H -1.37 0.43 3.64
Pd -0.36 0.11 -0.27
H 4.69 -0.37 -3.90
H 3.99 3.44 3.95
O 0.42 2.08 -0.72
H -6.60 0.33 3.73
C -0.90 -1.93 -2.41
C -2.69 -3.36 -1.76
C -0.92 -2.81 0.01
C -1.15 -5.39 0.31
C -6.94 -0.38 1.74
O -2.38 -0.21 -0.15
H 0.08 -1.49 -2.23
C -1.15 3.66 2.68
C -0.60 -6.66 0.24
C -2.12 1.20 1.78
C -4.97 -0.65 0.38
H 5.81 1.76 -4.47
H -0.77 4.61 3.02
C 2.64 1.44 -0.11
O -2.50 -1.64 3.17
H 2.61 3.39 1.90
H -4.14 -3.80 -3.27
H -2.18 -5.29 0.64
H -3.48 -4.67 4.10
C -4.17 -0.21 1.43
C 4.11 2.63 3.24
O 1.81 3.72 -0.12
C -1.46 -1.80 -3.67
C -2.05 -2.63 1.11
C 5.18 1.69 -3.59
H -0.89 -1.07 2.02
C 4.19 2.72 -1.65
H 5.48 3.73 -3.02
H -4.50 -0.91 -0.56
C 0.72 -6.84 -0.16
```

Summary:
charge	-1
frontier orbital gap (spin up / spin down)	7.8053 / 7.8021	eV
highest occupied orbital energy (spin up / spin down)	-5.951 / -5.951	eV
E	-2392.81968	Eh

In elementary charge units, the Mulliken charges are: 1.15 -0.97 0.34 -0.78 0.42 0.43 -0.14 0.45 0.55 -1.81 -0.05 -0.68 0.43 -0.37 -0.83 2.16 0.44 -0.43 -0.40 0.37 0.15 -1.11 0.38 -0.61 -0.01 0.40 -1.00 -0.91 0.39 0.27 -0.28 0.41 0.41 -0.17 0.44 -0.88 0.47 0.39 -0.83 -0.22 0.39 0.12 0.37 0.43 0.39 0.39 0.09 -1.77 0.37 0.39 -0.30 -0.59 -0.67 -0.91 -0.17 0.39 0.47 0.54 0.41 0.41 -0.82 0.40 -0.27 -0.17 2.42 0.17 -0.57 -1.34 0.33 -0.60 -1.12 -0.08 -0.44 0.38 0.37 2.32 -0.25 0.53 0.42 0.34 0.37 -0.38 -0.92 -0.73 -0.86 0.34 -0.38 0.83 -0.30 0.39 0.39 -0.51

=====

[3]
DFT (wB97M-V/def2-TZVPD) results for one molecule with the formula C18H26N2O4S at a distorted geometry.

```
51
C18H26N2O4S wB97M-V/def2-TZVPD
C 2.88 -6.95 -4.02
H 0.72 -3.86 -2.47
C 2.29 -5.35 -0.81
H -2.43 6.79 2.30
C -2.88 5.78 0.41
O -1.89 -0.20 -0.43
N 0.00 0.35 1.28
H 1.67 1.35 0.62
H -1.00 0.67 3.05
H -3.96 5.73 0.39
H 2.75 -7.66 -1.97
H -2.81 5.07 2.45
H -2.56 6.67 -0.14
O -1.99 -1.06 1.87
H -0.28 6.35 1.35
H -0.97 1.93 -0.80
H -0.74 -1.93 -1.80
H 1.84 -7.15 -4.25
O 2.24 -5.66 -2.11
H -2.80 3.65 0.09
C -0.40 1.25 2.35
C 0.55 -2.72 1.22
H 0.52 1.60 2.84
H 3.49 -7.78 -4.35
H -1.46 3.11 2.61
C -2.31 5.82 1.83
H 0.85 0.33 -0.59
C 0.67 -3.53 -1.44
C -1.19 2.43 1.80
H 4.10 -6.55 -2.26
O 2.98 -5.93 -0.01
H 1.94 -4.32 1.59
C 0.70 1.04 0.22
H 0.48 -2.38 2.24
N -0.36 3.14 0.84
C -0.82 4.46 0.44
S -1.21 -0.68 0.74
C -2.23 4.53 -0.19
H 0.56 2.81 -1.00
H 3.19 -6.05 -4.54
C 1.41 -4.19 -0.47
H -2.11 2.03 1.34
H -0.08 4.80 -0.30
C 1.36 -3.78 0.86
C -0.06 2.27 -0.28
H -0.38 5.02 2.51
C -0.14 -2.47 -1.08
H -2.19 4.57 -1.28
C 3.06 -6.76 -2.52
C -0.18 -2.07 0.25
C -0.84 5.45 1.62
```

Summary:
charge	0
frontier orbital gap	8.3637	eV
energy relative to the best compared isomer or geometry (same formula, charge and spin)	46.59	kcal per mole
highest occupied orbital energy	-8.389	eV
E	-1510.15514	Eh

In elementary charge units, the Mulliken charges are: -1.23 0.48 0.48 0.42 -0.75 -0.67 0.16 0.43 0.52 0.39 0.31 0.20 0.28 -0.77 0.37 0.33 0.54 0.31 -0.25 0.21 -1.47 -0.35 0.41 0.40 0.46 -0.44 0.41 -0.58 -0.17 0.31 -0.62 0.45 -1.13 0.45 0.01 -0.07 1.49 -0.66 0.56 0.31 0.43 0.19 0.57 -0.98 -0.59 0.39 -0.37 0.37 -0.21 -0.11 -1.20

=====

[4]
DFT (wB97M-V/def2-TZVPD) results for a 2-piece molecular cluster, C2H6O2S overall at a distorted geometry.

```
11
C2H6O2S wB97M-V/def2-TZVPD
H 2.81 1.25 1.10
H 2.18 -1.25 -0.72
O 2.59 -0.78 0.07
H -1.56 0.78 -1.09
C -1.96 -0.78 0.28
O 1.69 1.24 -1.12
H -2.09 -1.42 -0.57
C -1.71 0.45 -0.05
S 1.70 0.59 0.19
H -2.00 -1.23 1.24
H -1.64 1.16 0.68
```

Summary:
charge	0
frontier orbital gap	10.1411	eV
energy relative to the best compared isomer or geometry (same formula, charge and spin)	66.20	kcal per mole
highest occupied orbital energy	-9.658	eV
E	-628.36383	Eh

In elementary charge units, the Mulliken charges are: 0.14 0.34 -0.46 0.24 -0.42 -0.50 0.22 -0.65 0.47 0.27 0.34

=====

[5]
DFT (wB97M-V/def2-TZVPD) results for a 4-piece molecular cluster, C8H24O4S4 overall at a distorted geometry.

```
40
C8H24O4S4 wB97M-V/def2-TZVPD
S 3.48 -1.78 -0.64
H -0.68 1.32 -0.78
O 0.47 0.59 7.27
H 1.06 -0.84 -6.90
H 1.22 -1.00 -0.47
C -1.28 0.43 -0.56
C 3.72 -0.68 -2.12
S -0.60 1.29 6.49
H -0.72 -0.72 5.21
C -0.92 0.33 4.99
H -0.74 -0.43 -0.94
C -1.05 1.85 1.68
H 0.04 1.95 1.70
H -1.65 -0.24 -6.73
H -1.84 0.55 4.45
H -2.48 -0.07 7.39
O -0.10 -0.78 -3.53
H -2.58 -1.18 -5.51
H 0.57 0.69 -6.23
S -1.52 0.15 1.20
H 3.03 0.13 -1.91
C 0.96 -0.29 -5.96
C -2.19 0.98 7.34
H 1.40 -2.66 -0.18
H -2.24 0.59 -1.05
C 1.69 -1.89 -0.90
H -1.42 2.55 0.93
H 4.72 -0.24 -2.10
C -1.72 -0.54 -5.68
S -0.22 -1.26 -4.96
H -1.91 0.38 -5.12
H -0.12 0.64 4.31
H -2.16 1.40 8.33
O 3.63 -0.82 0.52
H -1.47 2.16 2.63
H 1.94 -0.22 -5.48
O -0.36 -0.63 1.72
H -2.85 1.47 6.61
H 3.52 -1.10 -3.10
H 1.36 -2.10 -1.91
```

Summary:
charge	0
frontier orbital gap	8.9456	eV
energy relative to the best compared isomer or geometry (same formula, charge and spin)	22.30	kcal per mole
highest occupied orbital energy	-8.591	eV
E	-2212.74670	Eh

In elementary charge units, the Mulliken charges are: 0.43 0.35 -0.62 0.38 0.09 -0.73 -0.89 0.48 0.41 -0.88 0.09 -1.04 0.32 0.37 0.30 0.29 -0.49 0.31 0.31 0.42 0.27 -0.90 -0.88 0.37 0.47 -0.66 0.43 0.38 -0.99 0.44 0.32 0.25 0.33 -0.60 0.32 0.26 -0.57 0.30 0.28 0.28